C45H36N4O3P2RuS as an isolated structure, computed with ωB97M-V/def2-TZVPD.

Computed properties:
Net charge: +2
HOMO-LUMO gap in eV: 6.90
Electronic energy in Ha: -3356.54950
HOMO in eV: -12.4

Geometry (Å):
1 Ru 0.25963 0.48203 -1.19605
2 O -0.53520 -2.19965 -4.63734
3 C -0.84683 -3.28355 -3.88661
4 C -1.22976 -4.42821 -4.58786
5 C -1.54881 -5.58468 -3.91000
6 C -1.49118 -5.63270 -2.51672
7 C -1.10648 -4.51096 -1.82049
8 C -0.78348 -3.31860 -2.48238
9 C -0.37148 -2.16211 -1.68474
10 O -0.38577 -0.99796 -2.29541
11 N -0.01662 -2.29296 -0.43466
12 N 0.35737 -1.05063 0.13378
13 C 1.06324 -1.20834 1.19363
14 C 1.59810 -0.16932 2.07058
15 C 2.72466 -0.50485 2.83019
16 C 3.32110 0.41592 3.67382
17 C 2.79652 1.69432 3.78636
18 C 1.66310 2.05531 3.06684
19 C 1.07739 1.12193 2.24252
20 O -0.05553 1.47097 1.48762
21 H -0.34054 -1.47038 -4.02344
22 H -1.26115 -4.37932 -5.66680
23 H -1.84367 -6.46259 -4.46820
24 H -1.74156 -6.54168 -1.99024
25 H -1.04700 -4.52707 -0.74135
26 H 1.30720 -2.23364 1.46320
27 H 3.13644 -1.50155 2.74247
28 H 4.19613 0.13662 4.24231
29 H 3.26870 2.41781 4.43585
30 H 1.24663 3.04993 3.14448
31 N -2.28306 1.91503 0.56579
32 P -1.51917 1.80918 2.02788
33 C -2.16718 0.53971 3.07317
34 C -3.20292 0.87698 3.95191
35 C -3.85116 -0.12023 4.65985
36 C -3.47704 -1.44670 4.49616
37 C -2.46134 -1.78784 3.61283
38 C -1.81246 -0.80135 2.89370
39 C -1.57653 3.38572 2.83151
40 C -1.36224 3.48418 4.20862
41 C -1.30125 4.72857 4.80839
42 C -1.45868 5.87604 4.04082
43 C -1.66404 5.78584 2.67012
44 C -1.71494 4.54473 2.06080
45 P -1.84225 1.17468 -0.92559
46 C -2.20489 2.60718 -1.98987
47 C -3.26467 2.66521 -2.88885
48 C -3.44762 3.79716 -3.67612
49 C -2.58794 4.87709 -3.55415
50 C -1.54152 4.83590 -2.63738
51 C -1.35249 3.70674 -1.86296
52 C -3.10632 -0.07225 -1.21132
53 C -3.22547 -0.63723 -2.48475
54 C -4.13035 -1.65674 -2.70549
55 C -4.91667 -2.12815 -1.66028
56 C -4.80453 -1.57332 -0.39599
57 C -3.90037 -0.54436 -0.16946
58 H -3.13398 2.46508 0.52340
59 H -3.50770 1.90665 4.08587
60 H -4.64797 0.13934 5.34209
61 H -3.98439 -2.21977 5.05649
62 H -2.17850 -2.82212 3.47808
63 H -1.04516 -1.07719 2.18430
64 H -1.24148 2.59260 4.81220
65 H -1.13627 4.80512 5.87355
66 H -1.42102 6.84754 4.51387
67 H -1.78467 6.68279 2.07966
68 H -1.85721 4.48174 0.98824
69 H -3.94892 1.83311 -2.98529
70 H -4.26855 3.83413 -4.37868
71 H -2.73360 5.75512 -4.16808
72 H -0.87286 5.67975 -2.53819
73 H -0.51873 3.67157 -1.16590
74 H -2.60380 -0.28731 -3.30021
75 H -4.21887 -2.09200 -3.69123
76 H -5.61990 -2.93052 -1.83561
77 H -5.42032 -1.93672 0.41454
78 H -3.81776 -0.11680 0.82227
79 S 0.98384 1.67503 -5.57976
80 C 0.19008 1.92992 -4.08966
81 N 0.74943 1.39379 -3.04032
82 C 1.90745 0.71664 -3.40758
83 C 2.70517 -0.00735 -2.51636
84 C 3.76042 -0.72974 -3.02625
85 C 4.03819 -0.71062 -4.40280
86 C 3.27146 0.01757 -5.28498
87 C 2.18577 0.72958 -4.77156
88 H -0.73575 2.48252 -4.04733
89 H 2.55446 0.02068 -1.43047
90 H 4.39219 -1.30512 -2.36483
91 H 4.87924 -1.27646 -4.77676
92 H 3.50067 0.02766 -6.34099